Entry 1:
190
Properties=species:S:1:pos:R:3:mulliken_charge:R:1 method="wB97M-V/def2-TZVPD" de_lowest_kcal_mol=2110.3 lumo_energy_ha=-0.3129 multiplicity=1 homo_lumo_gap_ev=8.7 charge=+4 homo_ev=-17.25 fmax_ev_per_a=18.0
C 6.8007 -1.3570 2.2070 -1.58
C 5.6295 -0.4708 1.7532 0.04
C 4.8055 -1.0400 0.6182 -1.23
N 3.3929 -0.3300 0.3401 2.04
C 2.6705 -0.9782 -0.8293 -1.04
C 3.4139 -0.7371 -2.1376 -0.26
C 3.4539 0.7320 -2.4137 -0.63
C 4.1212 1.5300 -1.2685 -0.37
C 3.3942 1.1965 0.1121 -0.09
C 2.4205 -0.5499 1.4482 -1.44
H 6.4778 -2.2503 2.7416 0.40
H 7.4511 -0.8059 2.8862 0.41
H 7.4051 -1.7917 1.4108 0.37
H 5.9808 0.5481 1.5906 0.28
H 4.9403 -0.4924 2.5974 0.05
H 4.6024 -2.0927 0.8149 0.21
H 5.3319 -1.0193 -0.3360 0.87
H 2.6015 -2.0658 -0.8086 0.12
H 1.6737 -0.5661 -0.9867 -0.20
H 4.3326 -1.3236 -2.1279 0.50
H 2.9118 -1.1546 -3.0104 -0.66
H 3.9115 0.9537 -3.3779 0.82
H 2.4152 1.0623 -2.4197 -2.22
H 5.1957 1.4006 -1.1385 0.58
H 3.9642 2.5951 -1.4386 -0.20
H 3.9606 1.6476 0.9268 0.93
H 2.4261 1.6863 0.0075 -0.08
H 2.9024 -0.2416 2.3761 0.44
H 2.2820 -1.6232 1.5785 0.44
H 1.5511 0.0396 1.1574 1.04
C -2.1270 3.7147 0.2596 -0.87
C -1.2176 2.7583 1.0499 -0.09
C -1.5874 2.8150 2.6061 -1.16
N -0.5631 2.0362 3.5248 0.60
C -1.1562 1.6551 4.8790 -0.36
C -0.2362 0.7602 5.8068 -0.93
C 0.1662 -0.4114 4.9667 -0.62
C 0.8629 -0.1100 3.5956 0.52
C -0.0396 0.7578 2.8374 -0.85
C 0.7221 2.8812 3.6791 -0.90
H -1.8530 3.6266 -0.7918 0.19
H -2.1785 4.7878 0.4441 0.39
H -3.1637 3.4172 0.4174 0.74
H -0.1694 3.0133 0.8937 -0.51
H -1.2161 1.7265 0.6988 0.25
H -2.6107 2.4957 2.8035 0.46
H -1.5336 3.8004 3.0689 0.54
H -2.1157 1.2430 4.5664 0.35
H -1.2998 2.5259 5.5187 0.44
H -0.6978 0.4173 6.7328 0.60
H 0.6043 1.2457 6.3027 0.44
H -0.6902 -1.0472 4.7423 0.27
H 0.8434 -1.0623 5.5197 0.41
H 1.2271 -1.0419 3.1632 -0.71
H 1.8034 0.4408 3.6131 0.74
H -0.9230 0.3502 2.3459 0.43
H 0.6200 1.0339 2.0148 0.66
H 1.4775 2.2798 4.1849 0.63
H 0.4083 3.6191 4.4174 0.79
H 0.9702 3.1161 2.6440 -0.70
C -1.6085 -5.6666 4.5177 -1.39
C -1.9375 -4.9863 3.1849 -0.14
C -1.2155 -3.5378 3.1904 -0.93
N -1.5321 -2.8620 1.8131 1.14
C -1.0120 -1.3920 1.7823 -1.29
C 0.5273 -1.4614 1.8014 0.68
C 1.0396 -2.1231 0.5364 0.39
C 0.5136 -3.5768 0.4878 -0.87
C -1.0560 -3.4886 0.5390 -0.30
C -3.1281 -2.6071 1.6061 -0.99
H -2.0586 -5.0163 5.2678 0.38
H -0.5556 -5.7547 4.7856 0.33
H -1.9685 -6.6841 4.6698 0.39
H -3.0038 -4.7665 3.1319 0.22
H -1.6307 -5.5817 2.3250 0.34
H -0.1505 -3.7181 3.3368 0.49
H -1.4548 -2.8506 4.0019 0.61
H -1.3734 -0.9631 2.7170 0.49
H -1.2411 -0.7768 0.9122 0.20
H 0.9510 -1.7137 2.7734 0.24
H 0.9099 -0.4409 1.8146 -1.53
H 2.1117 -2.0330 0.7113 0.24
H 0.8686 -1.6473 -0.4293 -0.27
H 0.9078 -4.1636 1.3174 0.44
H 0.8128 -4.1135 -0.4125 0.74
H -1.3454 -4.5395 0.5328 0.81
H -1.4537 -2.9851 -0.3421 -0.27
H -3.3772 -1.6944 1.0648 -1.57
H -3.4591 -2.4108 2.6259 0.37
H -3.6114 -3.4643 1.1373 0.71
C -1.5105 -0.4838 -2.8921 -0.42
C -2.6167 0.3933 -2.2363 0.17
C -3.5124 -0.3655 -1.2466 -0.64
N -4.4067 0.4950 -0.3321 0.40
C -3.6286 1.1421 0.8618 -0.55
C -3.1699 0.1545 1.8722 1.47
C -4.3276 -0.7040 2.4483 -0.46
C -5.1693 -1.4092 1.3703 0.07
C -5.6342 -0.4006 0.1944 -0.76
C -5.0489 1.6531 -1.0743 -1.11
H -1.1350 0.0518 -3.7640 0.50
H -1.9989 -1.3371 -3.3626 -0.26
H -0.8882 -0.7782 -2.0470 -1.11
H -3.2370 0.8433 -3.0115 1.09
H -2.1372 1.2116 -1.6993 -1.09
H -2.9844 -1.0202 -0.5533 -0.16
H -4.1378 -1.1102 -1.7388 1.12
H -2.7931 1.7643 0.5410 -0.50
H -4.3124 1.8698 1.2986 1.28
H -2.4089 -0.3930 1.3161 -0.29
H -2.6360 0.6616 2.6758 -1.12
H -3.8615 -1.4706 3.0674 0.32
H -5.0292 -0.1860 3.1022 0.39
H -4.6100 -2.2285 0.9185 0.00
H -6.0033 -1.8378 1.9260 0.53
H -6.1418 -1.0068 -0.5559 0.42
H -6.3031 0.3681 0.5813 0.45
H -5.7477 2.2279 -0.4666 0.46
H -5.5059 1.1667 -1.9360 0.45
H -4.3194 2.3787 -1.4342 0.32
C -3.8420 -3.8299 -5.8620 -1.48
C -3.0733 -3.2096 -4.6994 -0.21
C -1.6031 -3.6748 -4.7949 -0.91
N -0.4830 -2.7609 -4.0950 0.91
C -0.6038 -2.8075 -2.5131 -2.06
C 0.5017 -2.1571 -1.6659 1.24
C 1.9292 -2.6633 -1.9776 -0.48
C 2.1720 -2.8945 -3.4867 -0.58
C 0.9447 -3.3881 -4.3746 -1.17
C -0.7278 -1.3611 -4.5725 -1.13
H -3.4830 -3.3511 -6.7730 0.36
H -4.9082 -3.6750 -5.6966 0.40
H -3.5352 -4.8739 -5.9268 0.40
H -3.5369 -3.5295 -3.7662 0.36
H -3.3133 -2.1520 -4.5899 0.28
H -1.2399 -3.9350 -5.7891 0.67
H -1.6086 -4.5324 -4.1221 0.45
H -0.6867 -3.8480 -2.1992 0.84
H -1.5758 -2.3896 -2.2508 0.54
H 0.1647 -2.3322 -0.6442 -1.71
H 0.5010 -1.0692 -1.7324 0.38
H 2.0034 -3.6707 -1.5680 1.13
H 2.6516 -1.9400 -1.5994 -0.75
H 2.9934 -3.5978 -3.6238 0.53
H 2.5456 -1.9488 -3.8793 0.46
H 0.7613 -4.4514 -4.2201 0.45
H 1.1640 -3.1955 -5.4248 0.57
H -0.9156 -1.4035 -5.6454 0.65
H 0.1786 -0.8200 -4.3009 0.17
H -1.5872 -0.9858 -4.0170 0.70
C 1.1059 5.6238 -4.8339 -1.41
C 0.6356 4.6298 -3.6921 -0.24
C 1.8567 4.3168 -2.7925 -0.64
N 1.5101 3.3216 -1.6868 1.70
C 2.6672 3.1830 -0.7075 -0.20
C 2.7694 4.3487 0.3352 -2.02
C 1.4615 4.5739 1.1003 -0.13
C 0.3163 4.8470 0.1276 -1.21
C 0.1790 3.7147 -0.9211 -0.39
C 1.2829 2.0108 -2.4098 -0.72
H 1.4057 6.5974 -4.4462 0.36
H 0.2897 5.7501 -5.5451 0.41
H 1.9291 5.1605 -5.3778 0.36
H 0.2102 3.7133 -4.1007 0.31
H -0.2283 5.0730 -3.1967 0.25
H 2.2639 5.1869 -2.2776 0.74
H 2.6551 3.8247 -3.3479 0.55
H 3.6078 3.0417 -1.2399 -0.20
H 2.5637 2.2680 -0.1242 -0.54
H 2.9950 5.2710 -0.2002 0.57
H 3.5991 4.2067 1.0277 0.57
H 1.7422 5.3467 1.8160 0.49
H 1.1092 3.6887 1.6298 0.09
H 0.3857 5.8271 -0.3443 0.29
H -0.5377 4.9607 0.7953 0.68
H -0.6027 3.9554 -1.6416 1.03
H -0.0669 2.7123 -0.5705 -1.31
H 1.1569 1.1016 -1.8218 -0.18
H 1.9723 1.9178 -3.2489 1.14
H 0.3084 2.0804 -2.8932 0.17
B 3.0335 2.0189 2.5328 -0.56
F 3.4602 0.7698 2.9218 -0.38
F 2.7192 2.7411 3.6570 -0.49
F 3.9291 2.7380 1.9171 -0.52
F 1.9201 1.8950 1.7641 0.93
B 0.1355 0.7577 -0.0698 0.82
F -0.8540 1.5017 -0.5721 -0.33
F 0.6551 -0.0221 -1.1516 -0.31
F 1.0543 1.7160 0.3602 1.26
F -0.3848 0.1002 1.0357 0.16

Entry 2:
210
Properties=species:S:1:pos:R:3:mulliken_charge:R:1 method="wB97M-V/def2-TZVPD" de_lowest_kcal_mol=137.5 lumo_energy_ha=0.0011 smiles="COC(=O)OC.COC(=O)OC.COC(=O)OC.COC(=O)OC.COC(=O)OC.COC(=O)OC.COCCOCCOC.COCCOCCOC.COCCOCCOC.COCCOCCOC.COCCOCCOC.COCCOCCOC" multiplicity=1 homo_lumo_gap_ev=9.4 charge=0 homo_ev=-9.38 fmax_ev_per_a=5.5
C -5.7396 -5.3666 -5.9872 -0.76
O -5.7149 -3.9657 -6.2853 -0.27
C -6.4530 -3.6300 -7.5044 -0.60
C -6.6476 -2.1287 -7.7005 -0.63
O -5.4242 -1.5336 -7.9609 -0.25
C -5.4375 -0.1508 -7.5542 -0.45
C -4.3479 0.7763 -8.1859 -0.59
O -4.5611 0.8643 -9.6033 -0.38
C -4.1754 -0.3077 -10.3642 -0.57
H -6.7229 -5.6610 -5.6203 0.30
H -4.9313 -5.6141 -5.2991 0.23
H -5.5247 -5.9594 -6.8762 0.32
H -7.4428 -4.0536 -7.6745 0.41
H -5.8563 -3.9390 -8.3627 0.32
H -7.1945 -1.7337 -6.8443 0.43
H -7.2830 -1.8633 -8.5454 0.38
H -5.2741 -0.1265 -6.4768 0.38
H -6.3165 0.4115 -7.8692 0.32
H -3.3553 0.4723 -7.8538 0.35
H -4.4528 1.8172 -7.8799 0.33
H -3.1120 -0.4580 -10.1778 0.27
H -4.1087 -0.1173 -11.4354 0.28
H -4.7718 -1.1918 -10.1390 0.18
C 10.6792 9.8790 -0.1457 -0.83
O 9.4167 9.7340 0.5261 -0.30
C 9.5626 9.6057 1.9164 -0.56
C 8.2062 9.1776 2.5343 -0.53
O 7.8497 7.9910 1.8797 -0.20
C 6.6314 7.4746 2.4208 -0.62
C 6.1934 6.1488 1.7832 -0.52
O 5.5704 6.4346 0.5601 -0.30
C 5.1438 5.2713 -0.1395 -0.70
H 11.1483 10.8367 0.0798 0.33
H 10.4855 10.1578 -1.1815 0.29
H 11.3384 9.0120 -0.1030 0.31
H 9.7507 10.5993 2.3232 0.36
H 10.3737 8.9232 2.1703 0.36
H 7.4664 9.9740 2.4531 0.33
H 8.3919 9.0241 3.5974 0.36
H 5.7693 8.1398 2.3732 0.32
H 6.7987 7.2717 3.4786 0.36
H 5.4566 5.7267 2.4666 0.39
H 7.0199 5.4384 1.7638 0.35
H 4.4538 5.6855 -0.8746 0.22
H 4.5981 4.6143 0.5377 0.31
H 5.9760 4.7554 -0.6185 0.27
C 4.5423 -7.8050 5.8330 -0.68
O 3.2337 -8.1584 6.1876 -0.27
C 2.2815 -7.4415 5.4106 -0.42
C 0.8483 -7.8183 5.8502 -0.82
O 0.4735 -7.5811 7.2196 -0.30
C 0.9301 -8.6806 8.0897 -0.29
C 0.3290 -8.5292 9.5100 -0.64
O 0.7826 -7.3659 10.2144 -0.36
C 0.1792 -6.1088 9.8790 -0.58
H 4.7179 -8.1299 4.8075 0.26
H 5.1418 -8.2535 6.6252 0.24
H 4.6334 -6.7193 5.8649 0.29
H 2.3621 -7.8336 4.3968 0.37
H 2.4642 -6.3681 5.4613 0.37
H 0.5882 -8.8550 5.6366 0.40
H 0.0800 -7.3518 5.2336 0.40
H 1.9881 -8.5554 8.3200 0.24
H 0.7460 -9.6998 7.7499 0.40
H 0.7660 -9.3250 10.1132 0.32
H -0.7599 -8.5775 9.4962 0.34
H 0.4238 -5.3507 10.6231 0.25
H -0.9031 -6.1919 9.9783 0.29
H 0.3951 -5.8006 8.8560 0.19
C -5.9150 10.7883 -0.3227 -0.65
O -7.1569 10.6358 -1.0565 -0.37
C -6.9435 10.5700 -2.4771 -0.68
C -6.8815 9.1534 -3.0253 -0.44
O -5.8151 8.3679 -2.5821 -0.20
C -5.4758 7.3202 -3.4596 -0.67
C -5.0235 6.1298 -2.5762 -0.48
O -3.7092 6.2983 -2.0578 -0.32
C -3.1446 5.0210 -1.6151 -0.70
H -5.2502 11.6040 -0.6072 0.31
H -5.3057 9.8874 -0.3947 0.24
H -6.1910 11.0070 0.7089 0.26
H -6.0241 11.0778 -2.7685 0.35
H -7.7953 11.0814 -2.9255 0.37
H -6.9320 9.1773 -4.1138 0.40
H -7.7082 8.5854 -2.5985 0.30
H -4.7398 7.5810 -4.2202 0.29
H -6.3495 7.0705 -4.0615 0.46
H -4.8641 5.2637 -3.2186 0.41
H -5.7395 5.7944 -1.8259 0.28
H -2.9999 4.2533 -2.3752 0.31
H -3.7976 4.6084 -0.8460 0.28
H -2.1601 5.2690 -1.2185 0.25
C 5.1272 -10.9754 -3.3431 -0.74
O 4.2288 -10.6513 -4.4544 -0.31
C 2.8787 -11.0211 -4.2444 -0.54
C 1.9915 -10.5018 -5.4092 -0.50
O 1.8306 -9.0955 -5.3568 -0.30
C 1.1770 -8.6516 -6.5460 -0.47
C 0.6411 -7.1752 -6.4433 -0.46
O 0.6217 -6.7185 -7.7558 -0.31
C 0.0277 -5.4413 -7.8240 -0.74
H 6.1729 -10.9132 -3.6443 0.25
H 4.9220 -12.0134 -3.0813 0.32
H 4.9223 -10.4378 -2.4173 0.29
H 2.4898 -10.6320 -3.3034 0.33
H 2.7511 -12.1030 -4.2819 0.39
H 0.9711 -10.8628 -5.2809 0.38
H 2.5041 -10.7620 -6.3353 0.32
H 0.3065 -9.2960 -6.6688 0.26
H 1.7383 -8.7281 -7.4772 0.32
H 1.3373 -6.5429 -5.8923 0.35
H -0.3006 -7.1355 -5.8957 0.29
H 0.2607 -5.0904 -8.8293 0.26
H 0.4117 -4.6876 -7.1366 0.30
H -1.0426 -5.4887 -7.6228 0.30
C -8.2325 0.6751 -0.2779 -0.75
O -8.6211 1.9301 0.2561 -0.23
C -8.9458 1.9595 1.6667 -0.65
C -9.0511 3.4695 1.9596 -0.38
O -7.7681 4.0994 1.8142 -0.31
C -7.7214 5.4182 2.2007 -0.73
C -8.8513 6.2864 1.6334 -0.41
O -10.0719 6.1900 2.2331 -0.32
C -10.9628 7.3169 2.2439 -0.80
H -9.1874 0.1541 -0.3480 0.30
H -7.4709 0.1577 0.3056 0.29
H -7.8893 0.7773 -1.3074 0.22
H -8.2135 1.4695 2.3082 0.35
H -9.9542 1.6512 1.9428 0.34
H -9.5003 3.6778 2.9306 0.44
H -9.8158 3.8276 1.2703 0.28
H -6.7927 5.7454 1.7332 0.35
H -7.5602 5.5231 3.2736 0.30
H -8.9343 6.2578 0.5470 0.32
H -8.5016 7.2876 1.8850 0.49
H -11.9782 7.0197 2.5058 0.24
H -10.9999 7.8060 1.2705 0.33
H -10.4998 8.0931 2.8532 0.31
C 8.5744 -0.7830 4.4520 -0.60
O 8.7600 0.2130 5.4420 -0.31
C 8.6452 -0.0746 6.7547 0.84
O 8.6118 -1.2001 7.2480 -0.59
O 8.8262 1.0085 7.4534 -0.32
C 8.5143 1.1593 8.8159 -0.60
H 9.5044 -1.1835 4.0485 0.25
H 8.0940 -0.2134 3.6566 0.22
H 7.8631 -1.4855 4.8864 0.33
H 7.5256 0.7784 9.0716 0.27
H 8.6843 2.1802 9.1580 0.22
H 9.2651 0.5366 9.3023 0.30
C -3.7324 -2.4464 4.8209 -0.57
O -4.4339 -1.8998 5.8454 -0.33
C -4.4190 -0.5928 6.1199 0.82
O -4.9568 -0.1372 7.1316 -0.59
O -3.9094 0.0882 5.1395 -0.32
C -3.9438 1.4918 5.2374 -0.67
H -3.8592 -3.5287 4.7950 0.26
H -2.6740 -2.1872 4.7945 0.27
H -4.1866 -2.0965 3.8939 0.26
H -3.5570 1.9281 6.1583 0.30
H -4.9681 1.7744 4.9946 0.30
H -3.3948 2.0420 4.4732 0.26
C -2.0455 -2.1608 -2.8562 -0.68
O -0.7483 -2.0341 -2.3994 -0.23
C -0.5963 -2.2429 -1.0814 0.75
O -1.4084 -2.6977 -0.2841 -0.57
O 0.5584 -1.7127 -0.6732 -0.28
C 0.9746 -1.8153 0.6940 -0.69
H -1.9531 -2.2693 -3.9369 0.25
H -2.6776 -1.2959 -2.6552 0.30
H -2.4649 -3.1090 -2.5198 0.31
H 0.9864 -2.8835 0.9103 0.29
H 0.3798 -1.3382 1.4729 0.28
H 2.0336 -1.5981 0.8334 0.28
C 7.7141 -1.7800 -2.7947 -0.63
O 6.8029 -2.3792 -1.9293 -0.27
C 6.8872 -3.6656 -1.5538 0.74
O 6.2465 -4.1581 -0.6207 -0.56
O 7.8848 -4.2433 -2.3384 -0.32
C 8.0245 -5.6521 -2.2311 -0.64
H 7.6185 -0.6950 -2.8358 0.27
H 7.7735 -2.2167 -3.7916 0.29
H 8.7310 -1.9663 -2.4493 0.29
H 8.4923 -5.9816 -1.3034 0.28
H 8.6856 -5.9654 -3.0391 0.24
H 7.0791 -6.1921 -2.2810 0.29
C 2.4671 1.4851 -5.6268 -0.71
O 1.5604 2.5443 -5.7635 -0.26
C 2.0235 3.7498 -6.0358 0.77
O 3.2025 4.0104 -6.2003 -0.57
O 1.0420 4.6683 -5.9224 -0.30
C 1.3378 6.0730 -5.7867 -0.58
H 3.4218 1.5786 -6.1444 0.32
H 2.0058 0.5339 -5.8925 0.26
H 2.8473 1.3122 -4.6200 0.30
H 0.3762 6.5672 -5.6482 0.21
H 1.7415 6.3999 -6.7450 0.29
H 2.0210 6.1642 -4.9423 0.28
C 3.8378 -2.7746 8.5701 -0.63
O 2.8033 -1.7925 8.4952 -0.31
C 2.8019 -0.9897 7.4381 0.87
O 3.5496 -1.1212 6.3925 -0.64
O 1.8981 -0.0020 7.6165 -0.31
C 1.7688 1.0743 6.7213 -0.68
H 4.1993 -3.1142 7.5995 0.36
H 3.3521 -3.7162 8.8263 0.19
H 4.5351 -2.5608 9.3801 0.28
H 1.3386 1.9721 7.1651 0.28
H 1.1431 0.9138 5.8433 0.28
H 2.7150 1.3775 6.2732 0.31

no.,total energy (Ha)
1,-3302.602596
2,-4837.541243